1.
This record from OMol25 describes a 4-piece molecular cluster, C38H51ClF13N4O11S overall in a non-equilibrium geometry. The level of theory is the ωB97M-V functional and the def2-TZVPD basis.

Output
- Orbital gap: 0.2968 hartree
- LUMO: -2.99 eV
- E_HOMO: -0.4066 hartree
- Charge: +1

Last column: Löwdin charge in e.
Positions of all 119 atoms, in Å:
C -2.84493 -1.64759 4.61149  -0.117
O -3.44449 -2.58673 3.68350  -0.238
C -3.26185 -2.14745 2.29436  -0.234
C -3.05086 -3.48810 1.42764  -0.162
C -2.66557 -3.24284 -0.11800  -0.196
C -3.00186 -1.76503 -0.66374  -0.229
C -3.17455 -1.68099 -2.27486  -0.205
C -1.78536 -1.62508 -3.08328  -0.173
C -1.32616 -0.11778 -3.47073  -0.087
C -0.27970 0.41692 -2.39627  -0.074
N 1.14344 0.17099 -2.29619  0.170
C 1.74996 0.86301 -1.13825  -0.161
N 3.02842 0.90404 -0.74957  -0.058
C 3.95144 0.04943 -1.61206  -0.120
C 4.17480 0.62417 -3.09707  -0.228
C 4.04965 2.21151 -3.27057  -0.521
Cl 3.23942 2.48445 -4.93742  0.459
C 3.62416 1.65265 0.38400  -0.106
C 5.14349 2.17818 0.11168  -0.163
C 5.31692 3.60808 -0.53303  -0.043
C 6.68072 4.27943 -0.85807  -0.020
C 7.97787 3.46486 -0.52815  -0.192
C 9.42299 4.12977 -0.86722  -0.091
C 7.82949 2.05651 0.14808  -0.013
C 6.43069 1.39154 0.48374  -0.021
N 0.63506 1.51118 -0.48171  0.002
C 0.45156 2.32269 0.73539  -0.003
C 0.67464 3.89978 0.38045  -0.262
O 1.15958 4.67353 1.25192  0.100
F 0.39346 4.45500 -0.90244  0.040
N -0.48765 1.27531 -1.21225  -0.050
C -1.90850 1.70251 -1.08355  -0.107
C -2.19854 2.86636 -2.20807  -0.169
C -2.82289 4.21232 -1.58605  -0.167
C -2.67735 5.36486 -2.74202  -0.082
C -2.43342 6.81660 -2.08240  -0.283
F -1.21041 6.87961 -1.30771  0.041
F -3.47761 6.92558 -1.06779  0.028
C -2.65831 8.06300 -3.05210  -0.309
F -2.41224 9.25100 -2.28211  0.066
F -4.04425 8.08241 -3.43444  0.059
S -1.64579 8.14609 -4.60821  1.005
F -2.72043 9.32203 -5.21064  -0.176
F -2.52816 6.97434 -5.40722  -0.165
F -0.47186 7.08842 -4.07805  -0.167
F -0.74777 9.40551 -3.92769  -0.179
F -0.75190 8.35356 -6.00662  -0.159
H -3.60912 -0.82245 4.90564  0.105
H -2.61429 -2.22491 5.58591  0.089
H -1.84864 -1.19716 4.26313  0.090
H -2.40625 -1.38127 2.18587  0.114
H -4.24265 -1.62446 1.98281  0.123
H -2.23087 -4.09588 1.96818  0.124
H -4.02813 -4.09181 1.48292  0.122
H -1.51812 -3.37264 -0.19949  0.113
H -3.15416 -4.05187 -0.77398  0.116
H -2.12588 -1.06551 -0.35639  0.098
H -3.99970 -1.36657 -0.22445  0.116
H -3.80626 -2.58718 -2.58741  0.117
H -3.83013 -0.74678 -2.48885  0.108
H -1.96331 -2.16440 -4.09594  0.126
H -0.97101 -2.20627 -2.52929  0.121
H -2.25947 0.52474 -3.60619  0.104
H -0.74320 -0.21548 -4.46826  0.143
H 3.36820 -0.94911 -1.73973  0.131
H 4.90822 -0.26505 -1.05824  0.128
H 3.46417 0.12346 -3.86369  0.095
H 5.23788 0.29188 -3.42587  0.117
H 3.37298 2.74515 -2.52348  0.054
H 5.08466 2.72190 -3.37773  0.087
H 3.71453 0.94676 1.29856  0.148
H 3.08210 2.64354 0.65283  0.115
H 4.34555 4.18077 -0.79857  0.100
H 6.66164 5.32984 -1.32067  0.106
H 9.31997 5.28217 -0.91936  0.086
H 10.10889 3.92436 0.04512  0.087
H 9.89709 3.70203 -1.81549  0.083
H 8.82433 1.50820 0.36869  0.104
H 6.36818 0.36211 0.97191  0.099
H 1.24621 2.11127 1.55375  0.150
H -0.55522 2.14875 1.28569  0.157
H -2.20791 2.16757 -0.08675  0.124
H -2.67866 0.87428 -1.30722  0.110
H -2.99001 2.45966 -2.95586  0.119
H -1.25132 3.07320 -2.84486  0.126
H -3.96824 4.05998 -1.47781  0.133
H -2.35839 4.54735 -0.59354  0.114
H -3.62228 5.39814 -3.41538  0.147
H -1.81545 5.06361 -3.43357  0.114
C 7.29063 -1.89576 -5.83576  -0.064
C 8.13085 -2.69138 -4.88959  -0.322
O 7.44685 -2.55841 -3.65982  0.143
C 6.13649 -2.39278 -3.99086  -0.535
O 5.22632 -2.51599 -3.21948  0.151
O 5.98433 -2.07701 -5.30781  0.073
F 9.36257 -2.14676 -4.75806  0.084
H 7.54052 -0.83088 -5.82900  0.149
H 7.35470 -2.26431 -6.86072  0.147
H 8.21960 -3.75061 -5.14816  0.180
C -4.16622 -6.17759 7.83857  -0.077
C -4.71225 -4.86146 7.38858  -0.317
O -3.62908 -3.97527 7.58754  0.129
C -2.50873 -4.73780 7.43794  -0.532
O -1.40958 -4.29102 7.26869  0.159
O -2.79217 -6.06946 7.49665  0.084
F -5.74092 -4.46703 8.17698  0.078
H -4.26133 -6.32755 8.91786  0.150
H -4.63186 -7.01686 7.32642  0.121
H -5.01924 -4.83707 6.33867  0.179
C -7.19042 -10.22945 7.96187  -0.066
C -7.13298 -8.75763 7.70558  -0.312
O -7.07635 -8.67527 6.29756  0.135
C -7.73439 -9.78091 5.84358  -0.526
O -8.12250 -9.91764 4.72039  0.179
O -7.90193 -10.70750 6.83017  0.082
F -5.99629 -8.21784 8.21413  0.053
H -6.19942 -10.69185 7.98978  0.150
H -7.71619 -10.47105 8.88704  0.146
H -8.00225 -8.20346 8.07158  0.180

=====

2.
This record from OMol25 describes C38H51CrNOPSSe2 as an isolated structure. The level of theory is the ωB97M-V functional and the def2-TZVPD basis.

Output
- Orbital gap (alpha / beta): 0.2393 / 0.2506 hartree
- Multiplicity: 5
- LUMO (alpha / beta): -2.45 / -2.45 eV
- E_HOMO (alpha / beta): -0.3292 / -0.3408 hartree
- Charge: +1

Last column: Löwdin charge in e.
Positions of all 96 atoms, in Å:
Cr 0.06262 0.41070 0.12340  0.390
C -0.49579 0.37268 5.25618  -0.098
C -0.30247 0.95735 3.85704  -0.504
C -1.55272 1.73114 3.44432  -0.115
P 0.24739 -0.18580 2.50780  1.069
C -0.49249 -1.86060 2.74188  -0.542
C -2.01678 -1.76454 2.80349  -0.123
C 0.06592 -2.72692 3.86750  -0.089
C 2.03463 -0.33119 2.62020  -0.296
C 2.73432 -0.55496 3.80878  -0.058
C 4.11526 -0.60486 3.85578  -0.281
C 4.85400 -0.83840 5.14349  -0.052
C 4.79215 -0.41748 2.64878  -0.028
C 4.13300 -0.19592 1.45855  -0.009
C 2.72778 -0.14780 1.40651  -0.300
N 2.02711 0.06000 0.22609  -0.120
C 2.81656 0.26801 -0.93991  -0.327
C 3.33243 -0.82091 -1.65206  -0.245
C 3.17550 -2.22877 -1.14404  -0.041
C 4.04887 -0.58817 -2.82260  -0.002
C 4.28123 0.69498 -3.29825  -0.263
C 5.02264 0.92016 -4.58598  -0.046
C 3.78988 1.76302 -2.55608  -0.010
C 3.06418 1.56999 -1.38968  -0.251
C 2.56942 2.75679 -0.61192  -0.032
H -0.67557 1.18975 5.95716  0.086
H 0.36162 -0.18472 5.62121  0.058
H -1.36657 -0.28141 5.29730  0.067
H 0.53568 1.66481 3.89716  0.116
H -2.43046 1.08284 3.41090  0.080
H -1.44076 2.18730 2.46246  0.035
H -1.75670 2.52320 4.16679  0.086
H -0.22425 -2.34726 1.79443  0.054
H -2.34955 -1.40494 3.77813  0.069
H -2.46219 -2.74846 2.64718  0.089
H -2.42405 -1.08385 2.05126  0.047
H -0.24402 -2.37252 4.84810  0.069
H 1.15327 -2.77576 3.84344  0.071
H -0.31208 -3.74481 3.75627  0.086
H 2.18744 -0.70250 4.73049  0.094
H 4.17033 -1.13581 5.93790  0.074
H 5.37491 0.06122 5.47573  0.082
H 5.60067 -1.62594 5.03728  0.080
H 5.87580 -0.44931 2.64213  0.119
H 4.70789 -0.05105 0.55417  0.117
H 2.31167 -2.32375 -0.48563  0.073
H 4.05048 -2.52143 -0.56018  0.093
H 3.08533 -2.93957 -1.96591  0.084
H 4.44499 -1.43586 -3.37107  0.124
H 5.77026 0.14551 -4.75172  0.079
H 5.52764 1.88531 -4.58998  0.078
H 4.33996 0.90381 -5.43789  0.083
H 3.97458 2.77428 -2.90065  0.120
H 2.66984 3.67201 -1.19506  0.083
H 3.13385 2.87853 0.31587  0.097
H 1.51879 2.65575 -0.31385  0.033
C -1.44765 0.77754 -3.64787  -0.339
Se 0.19253 0.45568 -2.66192  1.037
C 0.28583 -1.46483 -2.93535  -0.493
C -0.96549 -2.24751 -2.57676  -0.508
Se -1.50816 -2.10540 -0.70648  0.990
C -3.28705 -1.38382 -0.96816  -0.368
H -1.31426 0.34988 -4.63973  0.044
H -1.56294 1.85488 -3.74044  0.018
H -2.32588 0.35950 -3.16664  0.014
H 1.14258 -1.78005 -2.33725  0.032
H 0.54377 -1.62015 -3.98476  0.086
H -0.78502 -3.30475 -2.77573  0.072
H -1.82335 -1.94851 -3.17793  0.062
H -3.86730 -2.06286 -1.58702  0.039
H -3.22987 -0.39321 -1.40363  -0.016
H -3.74773 -1.31402 0.01484  0.026
O -1.81971 1.41326 -0.03933  -0.615
S -1.67926 2.79615 -0.69042  1.020
C -1.85552 4.00304 0.58976  -0.391
C -0.75700 4.81344 0.82801  -0.068
C -0.82713 5.75445 1.84946  -0.051
C -1.97977 5.85821 2.60917  -0.051
C -3.07257 5.02922 2.36454  -0.053
C -3.01866 4.09539 1.34812  -0.064
C -3.18188 3.03930 -1.59556  -0.401
C -4.30009 2.26841 -1.31774  -0.081
C -5.45382 2.48334 -2.05817  -0.049
C -5.47610 3.45670 -3.04760  -0.055
C -4.34732 4.22254 -3.30898  -0.054
C -3.18463 4.01230 -2.58384  -0.077
H 0.14069 4.70664 0.23324  0.104
H 0.01693 6.39989 2.04615  0.115
H -2.03509 6.59378 3.40008  0.115
H -3.96583 5.11918 2.96668  0.116
H -3.86084 3.44782 1.14908  0.119
H -4.25939 1.51447 -0.54413  0.105
H -6.33643 1.88981 -1.86171  0.115
H -6.37832 3.61824 -3.62078  0.113
H -4.36936 4.97581 -4.08328  0.115
H -2.29576 4.59578 -2.78777  0.121